1.
The following is a quantum chemistry calculation of a molecular structure, C48H48F4N3O4Ti, from the OMol25 dataset.

XYZ file:
```
108
Properties=species:S:1:pos:R:3:forces:R:3:mulliken_charge:R:1
H -6.5169 1.4845 0.9821 1.5 -0.8 -1.1 0.34
H 0.1170 -1.6704 -5.6644 0.4 0.7 0.7 0.36
H -4.3496 0.6919 2.0317 -0.2 -0.2 -0.1 0.52
C 1.4689 -0.7522 -2.6496 -0.1 0.3 -0.5 -1.19
H -3.0730 1.9737 -1.4118 0.3 0.1 0.0 0.50
H -1.9173 -5.9473 0.2329 -0.1 0.5 -0.4 0.36
H 0.8210 4.8065 -0.3523 -0.5 1.8 0.9 0.60
F 3.0653 4.8571 1.0567 0.0 -0.2 0.3 -0.33
C 1.0067 -1.3495 -0.3788 -0.1 0.4 1.8 3.03
H 6.0178 -0.1498 -1.8424 -0.7 1.1 -0.9 0.32
H -2.0541 -0.3442 5.8303 0.2 -0.3 -1.5 0.39
C -5.0119 -0.3419 -1.6204 -1.6 2.0 1.4 -0.92
C 3.5988 3.7862 3.0951 0.8 2.1 -1.0 0.51
C -4.5573 0.3820 1.0076 -1.0 0.3 -0.4 -0.53
H -4.2724 -2.8063 2.0708 0.8 1.0 0.5 0.33
O 0.8647 0.0988 -0.2678 -0.5 -0.1 0.5 -0.07
C 0.0460 3.2007 -1.5028 1.5 -0.3 -0.9 -0.03
C -2.7578 -1.2657 2.5578 1.1 0.2 -1.2 -0.88
Ti -0.1936 1.2683 0.5022 -0.6 0.1 -0.2 -0.35
H -1.2273 4.5183 0.1230 0.9 0.5 0.2 0.44
H 0.2638 -1.6570 1.6240 -0.4 0.1 -0.3 1.11
C -1.1696 -4.3774 2.2728 -1.4 1.3 -1.3 -1.17
C 4.7375 1.6009 -1.5460 1.1 -0.9 -1.5 -0.36
C 1.4765 2.1396 2.7906 0.9 0.9 0.9 -0.34
C 2.2746 2.0562 3.9054 0.6 0.1 -0.6 -0.09
C 3.2663 -0.8257 0.7743 -0.9 0.6 0.4 0.21
H -1.8054 3.1538 1.8882 -0.4 0.3 -0.1 0.06
C -2.3852 -0.8840 1.1034 0.2 0.1 1.2 1.80
H -5.2618 -0.4447 -2.6473 0.5 -0.9 -0.9 0.46
C 5.4373 0.6624 -2.3738 0.2 -0.3 3.5 -0.29
F 2.0519 1.0676 4.7258 -0.4 -1.0 1.3 -0.29
C -5.9693 0.5335 -0.9943 1.8 -0.5 1.4 -0.70
H -2.3018 0.7756 -3.5600 0.0 0.3 0.5 0.59
H -0.9011 -5.3115 -1.0961 -0.1 0.7 -1.5 0.41
H 3.3938 3.6197 -3.6954 0.1 -0.3 -0.1 0.40
C 0.9738 3.7844 -0.4639 1.6 -1.9 -0.7 -1.87
C 5.2027 -2.0688 0.0550 -0.4 -0.4 0.5 -0.76
C 3.9628 2.7571 -3.3446 -0.1 -0.7 0.9 -0.38
C 4.6135 -1.0734 0.8233 1.0 -0.5 -0.1 -0.95
C -2.4051 -0.8827 4.9098 -0.2 -0.5 0.6 -0.92
H -1.7061 -1.3653 -0.7223 1.1 -1.1 0.8 -1.24
H 2.8933 0.0402 1.3275 -0.1 -0.2 -0.3 0.04
H -3.4955 -2.1200 6.2643 0.0 0.0 -1.3 0.34
H -2.0285 -5.0447 2.3534 0.3 -0.3 0.2 0.40
H 5.0160 1.4984 -0.5302 -0.7 0.2 1.3 0.61
C -2.1182 2.1892 -1.9153 -0.8 -1.5 1.1 -1.16
C -3.8953 -0.8287 -0.9419 -0.3 0.1 -0.3 -0.24
H -3.2140 4.2153 1.5313 0.3 -0.6 -0.3 0.54
C -0.9510 -4.1024 0.7774 -1.5 0.8 -1.0 0.78
N -1.1483 2.6565 -0.8715 -1.4 -0.1 0.0 1.05
H 2.3581 -3.5317 -1.0300 0.3 0.4 0.3 0.34
C -0.0802 -2.5348 -2.3921 0.0 0.5 -0.1 0.19
H -3.1738 2.4387 1.0458 -0.1 0.6 0.1 -0.16
C 5.3794 0.8295 -3.6889 0.1 -0.2 -2.8 -0.32
C 4.6217 1.8820 -4.1956 -0.7 0.9 -0.6 -0.51
N 3.9848 2.5954 -1.9825 0.5 0.1 -0.8 -0.33
C -3.7093 -2.2213 2.8456 -1.3 -1.2 -0.1 0.90
C -5.7376 0.9025 0.3695 0.2 -0.9 0.0 -0.63
H -2.5182 4.3000 -0.9151 -0.2 -0.8 0.5 0.40
H 5.9125 0.2018 -4.4180 -0.3 0.1 0.5 0.39
C 4.3660 -2.9682 -0.6137 1.2 -0.1 0.8 -1.04
C -1.9157 3.7559 -0.1535 0.2 0.8 -0.4 -0.82
H -6.8131 0.9296 -1.5661 0.3 -0.3 0.3 0.40
H -0.6987 1.3112 -3.1503 -0.1 -0.6 0.0 0.33
H -1.5478 -3.4361 2.6797 0.5 -0.1 0.4 0.14
H 4.5309 2.0194 -5.2776 0.2 0.1 0.4 0.41
O 0.2029 -3.3832 0.4910 0.9 0.0 0.2 -0.19
C -2.5991 3.3745 1.1449 0.0 -0.8 0.1 -0.71
H -1.0785 -3.1015 -4.1540 0.6 0.2 -0.1 0.45
F 4.6333 4.6591 3.1920 -0.6 -0.6 0.0 -0.31
H -4.7837 -3.2562 4.3470 -0.3 -0.4 0.4 0.52
H -2.3030 2.9796 -2.5992 0.0 1.1 -0.5 0.61
C -1.0480 -5.3415 -0.0597 0.4 -1.5 2.3 -1.72
H -0.6737 -3.1825 -1.7875 -0.2 -0.5 0.1 0.42
C -0.0100 -1.9756 0.5971 -0.2 -1.1 0.3 -0.36
C -3.6350 -0.4948 0.3792 -2.1 1.4 -0.3 0.24
H 2.0871 0.0194 -2.2336 0.4 0.0 0.3 0.55
H -1.4660 0.2530 3.3871 0.0 -0.4 -0.2 0.03
N 0.8940 2.9273 0.7073 -1.0 0.1 -0.1 1.58
C -4.0168 -2.5359 4.1797 0.8 0.3 -1.4 -0.90
H -0.2015 3.9298 -2.2590 -0.3 0.5 -0.2 0.51
H 6.2713 -2.2711 0.0879 -0.2 0.3 0.0 0.47
H 4.8627 -3.8325 -1.0568 -0.6 0.2 -0.2 0.45
H -1.5366 0.0385 -2.1576 0.1 0.9 -0.1 0.06
H 1.9845 3.6706 -0.8678 0.0 0.3 -0.1 0.63
H -0.2417 -5.9581 0.3163 0.5 -0.4 0.0 0.47
C -1.6544 1.0087 -2.6963 0.8 -0.9 -1.0 -1.22
C 1.6977 3.0595 1.7983 0.6 0.8 -0.9 -0.13
C -1.5332 -1.8853 0.2716 -0.2 1.8 -0.8 -0.15
C -2.0976 -0.6086 3.5740 0.0 1.1 1.6 -0.02
H 1.7244 0.0569 -4.6107 0.4 0.2 -0.1 0.56
O -2.0108 -3.1848 0.2220 0.3 -0.5 0.9 -0.45
H 5.2023 -0.5211 1.5203 0.5 0.6 0.1 0.52
C -0.2816 -2.4474 -3.7652 -1.7 -1.7 0.3 -0.71
C 3.0074 -2.8093 -0.5146 -0.6 -0.4 -1.1 -0.43
C -3.3057 -1.9147 5.1772 -0.3 0.5 2.1 -0.60
H 0.6508 2.4426 -2.0785 -1.0 0.1 0.8 -0.09
F 0.3747 1.3560 2.5688 0.0 -0.8 0.2 0.82
H -0.2859 -4.7135 2.7639 0.5 -0.4 0.3 0.37
H 4.0489 2.8325 4.9347 -0.2 -0.2 -0.1 0.55
O -1.5821 0.3390 1.1065 0.0 -0.4 -0.2 0.84
C 2.7787 3.9275 1.9860 -0.1 -0.1 -0.4 -0.09
C 2.4434 -1.6681 0.0635 -0.2 -0.6 -1.2 -0.69
C 0.3480 -1.5641 -4.5866 -0.1 -0.5 -1.0 -0.97
C 1.2545 -0.6952 -4.0074 -0.1 0.0 -0.3 -0.90
C 0.7923 -1.6504 -1.8136 0.6 1.1 -1.0 0.21
C 3.3942 2.8800 4.0707 -0.9 -1.1 0.8 -0.87
H -3.1501 -1.4378 -1.4198 -0.5 -0.3 -0.7 0.57
```
Forces are in eV/Å.

Results
Net charge = +1
Kohn-Sham gap = 7.72 eV
Energy above the lowest of the compared OMol25 structures with the same formula, charge and spin = 2.043 eV
HOMO level = -10.885 eV



2.
The following is a quantum chemistry calculation of a molecular structure, C48H50F6N3O5RuSTe, from the OMol25 dataset.

XYZ file:
```
115
Properties=species:S:1:pos:R:3:forces:R:3:mulliken_charge:R:1
C -1.3749 2.5713 3.9405 0.0 0.0 0.0 -1.30
C 4.8067 1.7994 1.0908 0.0 0.0 0.0 -0.93
C 0.4939 1.9439 -4.4824 -0.1 0.0 0.0 -1.28
H 1.6368 3.9584 -0.0729 0.0 0.0 0.0 0.16
H -0.2781 1.5730 -5.1583 0.0 0.0 0.0 0.63
H -5.1658 1.3135 -0.7764 0.0 0.0 0.0 0.42
C -5.2073 -3.0721 -0.3594 0.0 0.0 0.0 -0.32
H -2.9659 -2.5134 3.7431 0.0 0.0 0.0 0.42
O -2.7079 0.3210 -0.4893 -0.2 0.3 0.0 0.28
C 1.7256 1.0829 -4.5547 0.0 0.0 0.0 1.63
C -0.3605 1.6786 3.7403 -0.1 0.0 -0.1 0.80
H -4.6621 3.3434 3.4577 0.0 0.0 0.0 0.34
C -5.5801 -1.3647 1.3168 0.0 0.0 0.0 -0.27
H -5.2825 0.9558 -2.5132 0.0 0.0 0.0 0.43
C 3.1285 1.6561 -0.6330 0.0 0.0 -0.1 0.46
H 0.0621 1.9823 -3.4847 0.1 0.0 -0.1 -0.62
O -2.8327 -0.9646 1.8917 0.0 0.0 0.0 -0.49
H 3.5152 -1.4138 -1.7621 0.0 0.0 0.0 0.13
S -2.9736 -2.1007 0.8976 0.0 0.2 0.0 0.85
C 1.0895 -2.5305 2.3584 0.0 0.0 -0.1 0.63
H 3.1428 0.0985 2.3356 0.0 0.0 0.0 0.48
N -0.4213 0.6984 2.7807 0.0 0.0 0.3 1.07
H 0.8637 2.6374 5.1982 0.0 0.0 0.0 0.47
H -2.5064 -4.5479 5.1082 0.0 0.0 0.0 0.43
C 6.5729 3.5941 1.0954 0.0 0.0 0.0 -1.74
H 5.2578 4.2273 -1.1868 0.0 0.0 0.0 0.46
C -6.5663 -3.1007 -0.6296 0.0 0.0 0.0 -0.73
H 4.9392 -1.0152 -4.9805 0.0 0.0 0.0 0.41
O -3.0582 1.7059 2.5101 -0.1 0.1 0.0 -0.21
C 2.3416 0.5178 -3.4414 0.0 0.0 0.0 -0.39
C -2.4068 -4.7453 1.2532 0.0 0.0 0.0 -0.22
H 1.8104 1.3296 -6.6804 0.0 0.0 0.0 0.35
H 0.7300 2.9674 -4.7855 0.0 0.0 0.0 0.38
H -2.3356 -4.7814 0.1726 0.0 0.0 0.0 0.45
C -2.1938 -5.8042 3.3978 0.0 0.0 0.0 -0.49
H 0.6253 -3.3551 0.4436 0.0 0.0 0.0 0.50
N 0.3949 -0.3243 3.0099 -0.1 0.1 0.1 -0.56
C 4.0383 -0.4205 -4.8645 0.0 0.0 0.0 -0.98
C 3.1983 -0.0670 1.2595 0.0 0.0 0.0 -0.77
N 0.0962 1.5867 0.0900 -0.1 0.1 0.1 0.68
F -3.2673 -1.3105 -2.7236 0.1 0.2 -0.1 -0.25
H 3.3649 4.4526 -2.5352 0.0 0.0 0.0 0.55
C -2.4909 -4.6033 4.0276 0.0 0.0 0.0 -0.90
H 3.5034 0.4982 -8.1115 0.0 0.0 0.0 0.35
C -2.9713 2.2937 -1.9021 0.0 0.1 0.0 -0.36
C 3.5038 -0.2551 -3.5933 0.0 0.0 -0.1 0.98
H -1.9800 -6.6848 3.9894 0.0 0.0 0.0 0.41
H 0.9163 0.8621 5.2520 0.0 0.0 0.0 0.26
C 1.1263 -3.5288 1.3873 0.0 0.0 0.0 -0.34
C -3.6561 3.6073 3.7723 0.0 0.0 0.0 -1.77
C 0.8690 1.7309 4.5964 0.0 0.0 0.0 -1.39
H 1.8258 -5.4880 0.8776 0.0 0.0 0.0 0.47
H -7.6131 -0.7404 1.5640 0.0 0.0 0.0 0.43
H 1.6953 -1.9494 4.3249 0.0 0.0 0.0 0.48
H 7.0429 2.9744 1.8582 0.0 0.0 0.0 0.37
F -3.0966 0.4273 -4.0236 0.1 -0.2 0.3 -0.33
H 2.2154 -0.3799 0.9217 0.1 0.0 0.0 -0.75
C 4.2103 -0.9054 -2.4336 0.0 0.0 0.0 -1.38
H -4.5234 -3.6968 -0.9210 0.0 0.0 0.0 0.38
H 0.5163 3.9349 -1.4356 0.0 0.0 -0.1 0.18
H 3.7561 2.9651 -3.4087 0.0 0.0 0.0 0.39
C 2.2922 0.8846 -5.8153 0.0 0.0 0.0 -0.92
H 2.8974 -4.0695 4.7714 0.0 0.0 0.0 0.45
F -3.2790 3.0110 -0.8125 0.1 -0.1 -0.3 -0.29
C -4.8016 0.6717 -1.5774 0.0 0.0 0.0 -1.69
C 0.3417 -1.2788 2.0611 -0.1 0.0 0.0 0.04
C -2.6866 2.5435 3.3421 0.0 -0.1 0.0 0.99
C -6.9387 -1.4004 1.0341 0.0 0.0 0.0 -0.72
H 1.7627 1.7068 3.9728 0.0 0.0 0.0 0.18
H 7.3212 3.8316 0.3387 0.0 0.0 0.0 0.39
C -3.2739 0.8045 -1.6419 -0.1 -0.2 0.0 1.78
H -6.9494 -3.7636 -1.3941 0.0 0.0 0.0 0.39
C -2.7527 -0.0652 -2.8107 0.0 0.0 -0.2 0.08
H 3.8828 -0.9023 1.0864 0.0 0.0 0.0 0.48
H 0.1460 4.9353 -0.0198 0.0 0.0 0.0 0.47
C 3.7047 2.7683 -1.2697 0.1 0.0 0.0 0.90
C -4.7355 -2.2107 0.6197 0.0 -0.1 0.0 0.31
H -3.6197 3.7763 4.8480 0.0 0.0 0.0 0.44
C -0.1771 2.8628 0.2754 -0.1 -0.1 0.1 0.77
H -8.4891 -2.2826 -0.1538 0.0 0.0 0.0 0.40
C 4.8215 3.3649 -0.6931 0.0 0.0 0.0 -0.80
C 2.4010 -3.9167 3.8217 0.0 0.0 0.0 -0.81
F -1.4167 -0.1968 -2.8010 -0.2 0.0 0.0 -0.10
C -7.4299 -2.2654 0.0672 0.0 0.0 0.0 -0.51
H -3.3620 4.5374 3.2792 0.0 0.0 0.0 0.36
H -1.2111 3.3455 4.6777 0.0 0.0 0.0 0.35
C 1.7306 -2.7290 3.5775 0.0 0.0 0.0 -0.11
F -1.6779 2.5207 -2.2066 -0.3 0.1 0.2 -0.09
H 5.2324 1.4073 2.0089 0.0 0.0 0.0 0.40
C 2.4343 -4.9106 2.8530 0.0 0.0 0.0 -0.51
C 5.3858 2.9020 0.4872 0.0 0.0 0.0 0.72
C 4.0437 -0.0681 -7.3536 0.0 0.0 0.0 -1.63
H -5.0562 -0.3576 -1.3393 0.0 0.0 0.0 0.24
C 3.2108 3.3727 -2.5551 0.0 0.0 0.0 -1.47
H 4.7534 -0.1689 -1.8379 0.0 0.0 0.0 0.26
H -1.8985 -6.8084 1.5241 0.0 0.0 0.0 0.42
C -2.7582 -3.4678 3.2781 0.0 0.0 0.0 -0.29
H -5.1619 -0.6765 2.0398 0.0 0.0 0.0 0.43
H 5.0891 0.2439 -7.3784 0.0 0.0 0.0 0.35
O -1.1513 3.1247 1.0447 0.0 0.1 -0.1 -0.45
O -0.2836 -1.1700 0.9840 0.1 -0.1 0.0 -0.59
H 4.9271 -1.6430 -2.7946 0.0 0.0 0.0 0.48
C -2.1516 -5.8769 2.0129 0.0 0.0 0.0 -0.78
C 3.6918 1.1629 0.5500 0.0 0.0 0.0 0.82
H 4.0119 -1.1220 -7.6368 0.0 0.0 0.0 0.33
Ru -1.5880 0.7685 1.1003 0.4 -0.4 -0.3 0.50
C 0.5830 3.9958 -0.3504 0.0 0.0 0.0 -1.09
H 2.9598 -5.8371 3.0473 0.0 0.0 0.0 0.42
H 2.1577 3.1843 -2.7312 -0.1 0.0 0.0 -0.38
C -2.7232 -3.5588 1.8963 0.0 0.0 0.0 0.22
C 3.4467 0.1430 -5.9899 0.0 0.0 0.0 0.71
Te 1.4343 0.6451 -1.4263 -0.1 -0.1 -0.1 -0.18
H 6.2745 4.5333 1.5656 0.0 0.0 0.0 0.31
F -3.6991 2.7881 -2.9310 0.2 0.0 0.3 -0.33
C 1.7971 -4.7153 1.6352 0.0 0.0 0.0 -0.97
```
Forces are in eV/Å.

Results
Net charge = 0
Kohn-Sham gap (spin up / spin down) = 6.96 / 6.54 eV
Spin multiplicity = 6
Energy above the lowest of the compared OMol25 structures with the same formula, charge and spin = 0.000 eV
HOMO level (spin up / spin down) = -6.615 / -7.836 eV